ORCA calculation (wB97M-V/def2-TZVPD) on a 6-piece molecular cluster, C46H75N9O4PSi overall in a non-equilibrium geometry.

Results
- LUMO (eV) = -3.36
- net charge = +1
- HOMO level (eV) = -9.560

Cartesian coordinates (Å):
C (6.633, -5.477, 2.253)
C (6.990, -4.030, 2.528)
C (8.341, -3.570, 2.105)
N (6.085, -3.318, 3.092)
N (6.159, -1.882, 2.827)
C (4.893, -1.390, 2.399)
N (3.918, -0.967, 3.276)
C (3.866, 0.489, 3.584)
C (2.440, 0.995, 3.777)
O (1.628, -0.051, 4.281)
N (4.629, -1.397, 1.126)
C (3.306, -0.988, 0.597)
C (3.207, 0.480, 0.212)
C (1.858, 0.762, -0.489)
C (0.684, 0.925, 0.493)
C (-0.674, 0.491, -0.111)
C (-1.583, -0.092, 1.007)
C (-3.056, 0.346, 0.882)
C (-3.959, -0.571, 1.756)
Si (-5.690, -0.805, 1.035)
C (-6.847, 0.623, 1.481)
C (-5.621, -0.933, -0.856)
C (-6.512, -2.397, 1.643)
C (-7.894, -2.460, 1.702)
C (-8.516, -3.607, 2.104)
C (-7.808, -4.723, 2.476)
C (-6.437, -4.668, 2.440)
C (-5.815, -3.522, 2.034)
C (5.597, -1.851, 0.088)
C (6.846, -0.980, -0.082)
C (6.617, 0.295, -0.919)
C (7.875, -1.845, -0.874)
P (6.830, -1.143, 4.213)
O (8.164, -1.654, 4.503)
O (6.932, 0.418, 3.957)
O (5.919, -1.378, 5.513)
H (6.702, -6.118, 3.132)
H (5.620, -5.514, 1.850)
H (7.288, -5.814, 1.449)
H (9.103, -3.826, 2.848)
H (8.657, -4.027, 1.166)
H (8.408, -2.492, 1.972)
H (3.901, -1.526, 4.118)
H (4.429, 1.089, 2.872)
H (4.362, 0.624, 4.550)
H (2.458, 1.803, 4.520)
H (2.037, 1.440, 2.860)
H (0.784, 0.331, 4.545)
H (3.152, -1.548, -0.329)
H (2.507, -1.312, 1.264)
H (3.994, 0.760, -0.492)
H (3.266, 1.170, 1.056)
H (1.645, -0.018, -1.227)
H (2.007, 1.718, -1.001)
H (0.595, 1.934, 0.901)
H (0.857, 0.218, 1.315)
H (-0.525, -0.311, -0.842)
H (-1.167, 1.320, -0.627)
H (-1.485, -1.180, 1.032)
H (-1.211, 0.302, 1.960)
H (-3.133, 1.360, 1.281)
H (-3.332, 0.332, -0.176)
H (-4.067, -0.070, 2.727)
H (-3.491, -1.533, 1.985)
H (-6.471, 1.592, 1.146)
H (-6.987, 0.598, 2.566)
H (-7.788, 0.423, 0.961)
H (-4.720, -1.465, -1.178)
H (-5.509, 0.090, -1.236)
H (-6.532, -1.383, -1.250)
H (-8.518, -1.620, 1.417)
H (-9.600, -3.670, 2.135)
H (-8.306, -5.627, 2.803)
H (-5.878, -5.541, 2.759)
H (-4.728, -3.503, 2.007)
H (5.109, -1.900, -0.885)
H (5.841, -2.886, 0.341)
H (7.342, -0.721, 0.853)
H (7.558, 0.675, -1.314)
H (5.963, 0.046, -1.761)
H (6.142, 1.054, -0.291)
H (7.723, -2.901, -0.632)
H (7.742, -1.737, -1.953)
H (8.904, -1.614, -0.597)
H (7.750, 0.691, 4.404)
H (5.437, -2.217, 5.444)
N (-9.808, 3.022, 1.882)
C (-8.990, 3.953, 1.299)
C (-9.782, 4.859, 0.646)
C (-11.131, 4.462, 0.845)
C (-11.113, 3.328, 1.612)
H (-9.496, 2.236, 2.422)
H (-7.920, 3.886, 1.401)
H (-9.435, 5.712, 0.088)
H (-12.012, 4.953, 0.469)
H (-11.914, 2.715, 1.988)
N (-5.323, 5.160, 2.438)
C (-4.445, 5.952, 3.123)
C (-3.197, 5.752, 2.598)
C (-3.328, 4.802, 1.548)
C (-4.652, 4.459, 1.473)
H (-6.310, 5.101, 2.614)
H (-4.783, 6.588, 3.924)
H (-2.291, 6.233, 2.927)
H (-2.541, 4.418, 0.919)
H (-5.172, 3.779, 0.819)
N (0.046, -1.507, -4.554)
C (-0.873, -0.755, -3.864)
C (-2.025, -1.488, -3.768)
C (-1.795, -2.729, -4.420)
C (-0.511, -2.711, -4.892)
H (0.981, -1.223, -4.781)
H (-0.629, 0.231, -3.504)
H (-2.934, -1.171, -3.283)
H (-2.494, -3.542, -4.530)
H (0.053, -3.448, -5.438)
N (-0.669, 2.534, -6.670)
C (-0.227, 1.246, -6.533)
C (0.788, 1.056, -7.435)
C (0.967, 2.276, -8.138)
C (0.055, 3.168, -7.643)
H (-1.412, 2.950, -6.139)
H (-0.671, 0.581, -5.812)
H (1.342, 0.142, -7.575)
H (1.684, 2.476, -8.917)
H (-0.141, 4.196, -7.898)
N (2.835, 0.731, -4.284)
C (3.707, 1.588, -3.676)
C (4.921, 1.472, -4.298)
C (4.773, 0.506, -5.332)
C (3.475, 0.070, -5.297)
H (1.872, 0.610, -4.026)
H (3.387, 2.206, -2.854)
H (5.815, 2.019, -4.044)
H (5.530, 0.173, -6.022)
H (2.951, -0.650, -5.903)

ORCA calculation (wB97M-V/def2-TZVPD) on a 12-piece molecular cluster, C46H78BBr6NO28S5 overall in a non-equilibrium geometry.

Results
- LUMO (eV) = -4.39
- HOMO level (eV) = -9.616
- relative energy (zero: lowest compared OMol25 entry of this formula, charge and spin) (kcal/mol) = 0.0

Cartesian coordinates (Å):
C (-0.659, 6.680, -1.024)
C (0.846, 6.544, -0.881)
C (1.171, 5.332, -0.016)
C (0.935, 3.967, -0.675)
C (1.761, 3.919, -1.965)
C (1.451, 5.026, -3.009)
N (1.386, 6.356, -2.279)
O (1.357, 7.322, -2.963)
C (0.071, 4.710, -3.621)
C (2.577, 5.081, -4.014)
C (1.532, 7.807, -0.253)
H (-1.057, 7.100, -0.097)
H (-1.262, 5.793, -1.202)
H (-0.967, 7.452, -1.731)
H (0.665, 5.369, 0.950)
H (2.212, 5.321, 0.319)
H (-0.111, 3.701, -0.850)
H (1.232, 3.200, 0.041)
H (1.599, 2.959, -2.459)
H (2.806, 3.813, -1.668)
H (0.052, 3.694, -4.011)
H (-0.045, 5.353, -4.493)
H (-0.781, 4.714, -2.947)
H (3.470, 5.508, -3.557)
H (2.287, 5.673, -4.883)
H (2.844, 4.116, -4.440)
H (1.773, 8.611, -0.946)
H (2.481, 7.471, 0.167)
H (1.034, 8.310, 0.575)
O (0.954, 0.557, -2.727)
C (0.404, 0.132, -1.765)
O (0.738, 0.224, -0.509)
B (0.057, -0.761, 0.325)
O (-0.879, -1.412, -0.611)
C (-0.831, -0.823, -1.798)
O (-1.506, -1.042, -2.737)
O (-0.600, -0.073, 1.449)
C (-0.079, -0.488, 2.579)
O (-0.312, -0.138, 3.684)
C (1.005, -1.524, 2.221)
O (1.022, -1.718, 0.904)
O (1.593, -2.135, 3.044)
Br (-1.298, -5.720, -2.864)
C (-0.147, -5.977, -1.270)
C (0.665, -4.723, -1.061)
Br (1.965, -4.930, 0.377)
H (0.509, -6.787, -1.575)
H (-0.736, -6.193, -0.384)
H (-0.023, -3.902, -0.856)
H (1.209, -4.424, -1.954)
Br (0.087, -3.491, 7.787)
C (0.231, -2.262, 6.265)
C (1.674, -1.871, 6.136)
Br (2.247, -0.780, 7.664)
H (-0.392, -1.420, 6.555)
H (-0.165, -2.770, 5.389)
H (1.746, -1.257, 5.241)
H (2.310, -2.747, 6.043)
Br (-5.293, -0.248, -3.738)
C (-5.612, -2.100, -3.184)
C (-4.471, -3.021, -3.521)
Br (-4.770, -4.847, -2.888)
H (-6.536, -2.457, -3.637)
H (-5.843, -2.202, -2.124)
H (-3.519, -2.689, -3.099)
H (-4.146, -2.979, -4.562)
O (1.244, 3.159, -6.187)
S (0.537, 1.922, -6.350)
O (-0.829, 1.830, -5.951)
O (0.541, 1.579, -7.972)
C (1.795, 1.829, -8.619)
C (1.667, 1.616, -10.119)
C (1.432, 0.510, -5.650)
H (2.514, 1.102, -8.235)
H (2.163, 2.835, -8.417)
H (2.529, 1.704, -10.777)
H (0.880, 2.212, -10.584)
H (1.311, 0.587, -10.225)
H (1.942, 0.770, -4.722)
H (2.286, 0.169, -6.235)
H (0.722, -0.298, -5.514)
O (-1.387, -0.567, -8.549)
S (-2.709, -1.033, -8.267)
O (-3.481, -1.765, -9.213)
O (-2.592, -1.957, -6.941)
C (-1.650, -1.594, -5.925)
C (-1.179, -2.879, -5.294)
C (-3.712, 0.303, -7.522)
H (-2.202, -1.040, -5.158)
H (-0.878, -0.942, -6.331)
H (-0.750, -3.544, -6.044)
H (-1.839, -3.464, -4.658)
H (-0.397, -2.618, -4.573)
H (-3.059, 1.097, -7.170)
H (-4.292, -0.243, -6.783)
H (-4.387, 0.704, -8.276)
O (-5.230, 1.454, 4.998)
S (-4.470, 0.824, 6.021)
O (-4.112, 1.444, 7.266)
O (-5.209, -0.592, 6.302)
C (-4.986, -1.272, 7.550)
C (-3.578, -1.758, 7.841)
C (-2.916, 0.114, 5.361)
H (-5.646, -2.137, 7.460)
H (-5.403, -0.652, 8.345)
H (-3.216, -2.166, 6.896)
H (-3.529, -2.589, 8.542)
H (-3.044, -0.884, 8.212)
H (-2.584, 0.804, 4.587)
H (-3.086, -0.833, 4.853)
H (-2.236, -0.015, 6.196)
O (5.760, -3.274, 8.358)
S (6.817, -2.510, 7.785)
O (8.198, -2.672, 8.101)
O (6.701, -2.604, 6.133)
C (5.420, -2.670, 5.523)
C (5.443, -1.975, 4.164)
C (6.558, -0.703, 7.875)
H (4.644, -2.179, 6.122)
H (5.022, -3.682, 5.423)
H (4.565, -2.348, 3.634)
H (6.326, -2.192, 3.564)
H (5.403, -0.890, 4.235)
H (7.255, -0.189, 7.223)
H (6.687, -0.464, 8.929)
H (5.533, -0.495, 7.572)
O (-4.709, -0.354, 2.588)
S (-4.941, -0.224, 1.184)
O (-6.215, -0.539, 0.626)
O (-4.477, 1.347, 0.852)
C (-5.165, 2.401, 1.474)
C (-6.236, 2.952, 0.544)
C (-3.638, -1.063, 0.310)
H (-4.573, 3.242, 1.855)
H (-5.541, 2.131, 2.472)
H (-6.458, 3.940, 0.954)
H (-7.150, 2.364, 0.477)
H (-5.822, 3.034, -0.462)
H (-2.639, -0.752, 0.603)
H (-3.720, -0.970, -0.773)
H (-3.777, -2.112, 0.574)
C (4.591, 0.186, -0.176)
C (4.751, 0.603, -1.439)
C (6.047, 1.203, -1.945)
O (6.242, 1.561, -3.081)
C (6.976, 1.523, -0.865)
C (6.762, 1.189, 0.403)
C (5.656, 0.351, 0.840)
O (5.651, -0.190, 1.907)
H (3.669, -0.325, 0.066)
H (3.914, 0.417, -2.102)
H (7.933, 1.975, -1.091)
H (7.523, 1.416, 1.140)
C (0.038, -5.526, 3.370)
C (-0.575, -4.476, 2.868)
C (-1.897, -4.049, 3.357)
O (-2.444, -3.061, 2.929)
C (-2.369, -4.833, 4.518)
C (-1.725, -5.891, 5.050)
C (-0.396, -6.322, 4.536)
O (0.168, -7.267, 5.013)
H (0.933, -5.822, 2.833)
H (-0.273, -3.996, 1.945)
H (-3.220, -4.434, 5.058)
H (-2.119, -6.414, 5.910)

Question: Which value of HOMO level does entry 1 give?
Answer: -9.560 eV